(1)
This record from the Open Molecules 2025 dataset describes 2 unconnected molecules or ions with the total composition C36H41N3O in a non-equilibrium geometry. The level of theory is wB97M-V/def2-TZVPD.

Geometry as XYZ:
```
81
Properties=species:S:1:pos:R:3:lowdin_charge:R:1
C 2.64907 -4.23109 6.10856 -0.0782
N 1.57122 -3.25865 6.17237 -0.2537
C 0.36759 -3.76541 6.80501 -0.0826
C 1.55617 -2.11292 5.36597 -0.2543
C 0.88814 -2.11086 4.12253 0.0011
C 0.92958 -0.99064 3.31009 -0.0408
C 1.57595 0.20190 3.73195 -0.2158
C 1.50159 1.40936 2.94798 0.0400
C 0.26845 2.05486 2.65212 -0.2023
C 0.23914 3.38380 2.10701 0.0221
C -0.91826 4.01881 1.73074 -0.0664
C -0.88707 5.34035 1.07573 -0.1574
C 0.20439 5.68660 0.25065 -0.0325
C 0.28331 6.94019 -0.35493 -0.0831
C -0.73799 7.87698 -0.15910 -0.0910
C -1.83513 7.54732 0.64493 -0.0747
C -1.90410 6.29571 1.25345 -0.0214
C -2.22204 3.34439 1.95782 -0.2513
O -3.29591 3.93561 1.75524 0.0471
C -2.18738 1.92979 2.40650 -0.0641
C -3.41988 1.12138 2.43417 -0.1574
C -3.36135 -0.28273 2.25576 -0.0321
C -4.52190 -1.05780 2.29239 -0.0880
C -5.76413 -0.45619 2.52639 -0.0922
C -5.83891 0.92885 2.70995 -0.0750
C -4.68107 1.70036 2.65696 -0.0225
C -0.99214 1.39001 2.80721 0.0362
C 2.26026 0.17926 4.97637 -0.0216
C 2.24200 -0.94108 5.77909 -0.0033
H 3.50536 -3.81612 5.56497 0.0902
H 2.95931 -4.50482 7.12681 0.0801
H 2.31546 -5.15469 5.60675 0.0797
H -0.40155 -2.98518 6.82753 0.0917
H -0.01921 -4.64947 6.27434 0.0782
H 0.60921 -4.06866 7.83393 0.0818
H 0.36616 -3.01450 3.80204 0.1211
H 0.44606 -1.01034 2.33285 0.1077
H 2.42385 1.96957 2.77909 0.1125
H 1.19105 3.92028 2.03106 0.1222
H 0.98201 4.94586 0.06503 0.0720
H 1.14500 7.17740 -0.97786 0.1002
H -0.67891 8.85813 -0.63223 0.0997
H -2.64173 8.25922 0.80490 0.1024
H -2.76436 6.03862 1.86291 0.1046
H -2.39612 -0.75611 2.06146 0.1033
H -4.45062 -2.13381 2.13693 0.0998
H -6.66959 -1.06261 2.56507 0.0993
H -6.79262 1.41971 2.89165 0.1026
H -4.74432 2.77850 2.76833 0.1026
H -1.00872 0.40146 3.26358 0.1058
H 2.75713 1.09237 5.30677 0.1169
H 2.73968 -0.94688 6.74971 0.1179
C 1.40784 -0.15383 -0.90439 -0.1538
C 2.91660 -0.48386 -0.87760 -0.2027
N 3.51917 0.69406 -0.25737 -0.0204
C 2.74118 1.82584 -0.65929 -0.3686
C 3.23547 3.07435 0.05601 -0.1541
N 4.56158 3.34270 -0.42597 -0.1882
C 4.66293 3.70779 -1.81903 -0.1929
C 5.99704 4.45956 -1.97625 -0.1525
C 6.54959 4.65152 -0.54672 -0.1555
C 5.51059 4.03520 0.41045 -0.1836
C 1.31552 1.30818 -0.42510 -0.1294
H 0.85501 -0.82821 -0.24481 0.0912
H 1.01334 -0.24430 -1.92208 0.1040
H 3.17380 -1.40742 -0.34349 0.1063
H 3.25678 -0.61630 -1.92448 0.1072
H 4.51803 0.80379 -0.39999 0.1170
H 2.80791 2.05948 -1.74375 0.1346
H 3.23215 2.90797 1.14489 0.1080
H 2.52458 3.89010 -0.19061 0.1032
H 3.81461 4.33760 -2.16022 0.1197
H 4.63907 2.80185 -2.44748 0.1095
H 5.82790 5.42068 -2.47104 0.1023
H 6.67958 3.86081 -2.58492 0.1019
H 7.50316 4.12933 -0.43843 0.1011
H 6.69690 5.71057 -0.32069 0.1014
H 5.98765 3.31918 1.09994 0.1132
H 5.03393 4.80907 1.04124 0.1137
H 1.16624 1.29032 0.65800 0.0675
H 0.53159 1.91921 -0.88300 0.1229
```

Properties
Net charge: 0
E_LUMO (eV): -1.2
Largest force on an atom (eV/Å): 3.6
DFT total energy (eV): -44513.1587
Highest occupied orbital energy (eV): -7.84
Energy above the lowest of the compared OMol25 structures with the same formula, charge and spin (kJ/mol): 0.0
SMILES: CN(C)c1ccc(C=C2C=C(c3ccccc3)C(=O)C(c3ccccc3)=C2)cc1.C1CN[C@H](CN2CCCC2)C1

***

(2)
This record from the Open Molecules 2025 dataset describes a molecular structure, C36H42AsBF4N8O2S7W. The level of theory is wB97M-V/def2-TZVPD.

Geometry as XYZ:
```
102
Properties=species:S:1:pos:R:3:mulliken_spin:R:1
W -0.52549 0.67807 -0.37206 0.7612
C 5.96131 -0.71373 0.89780 -0.0002
C 4.60391 -0.71647 0.25092 0.0057
C 4.39376 -0.20224 -1.02801 0.0088
C 3.13030 -0.16001 -1.57577 0.0133
C 2.01387 -0.60206 -0.86490 -0.0441
N 0.69312 -0.47739 -1.41896 0.0956
C 0.64794 -0.90762 -2.79487 -0.0139
C 1.49444 -1.93948 -3.18993 0.0185
C 1.60076 -2.36671 -4.50200 0.0001
C 0.83468 -1.74960 -5.48412 0.0009
C 0.96806 -2.11979 -6.93769 -0.0003
C -0.07586 -0.78525 -5.09705 0.0092
C -0.23169 -0.38635 -3.75969 -0.0055
N -1.26284 0.44050 -3.42185 -0.0120
C -2.28082 0.93115 -4.21617 0.0063
C -3.19837 1.56577 -3.49171 0.0077
C -2.80156 1.42999 -2.05973 -0.0211
N -1.47792 0.89130 -2.10789 0.1093
C 2.22563 -1.08938 0.41280 -0.0172
C 3.50355 -1.15982 0.95757 0.0071
N 1.12928 -1.39835 1.27014 -0.0191
C 1.18404 -2.17416 2.37124 0.0019
C 0.13866 -1.83087 3.18816 -0.0069
C -0.52365 -0.79630 2.51727 -0.0176
N 0.05793 -0.55707 1.34956 0.0582
H 6.60784 -1.48620 0.47280 0.0004
H 5.87188 -0.88509 1.96985 0.0000
H 6.45111 0.24971 0.74815 0.0002
H 5.22142 0.20903 -1.59343 0.0028
H 2.99426 0.24401 -2.56963 0.0151
H 2.10816 -2.41063 -2.43439 0.0011
H 2.29446 -3.15820 -4.75714 -0.0005
H 1.82578 -2.77398 -7.09498 0.0001
H 1.10147 -1.23061 -7.55574 -0.0002
H 0.07749 -2.64010 -7.29806 -0.0002
H -0.68646 -0.31930 -5.85671 0.0005
H -2.25210 0.79099 -5.28093 -0.0003
H -4.09415 2.04047 -3.84983 0.0014
H -2.88448 2.30967 -1.41952 -0.0009
H 3.62880 -1.48978 1.98109 0.0005
H 1.97814 -2.88700 2.51430 -0.0003
H -0.09177 -2.24774 4.15210 0.0005
H -1.36378 -0.20051 2.82044 0.0062
S 3.11458 3.46622 -2.39731 0.3185
As 1.17367 2.71736 -2.64206 0.2414
S 1.07305 2.15097 0.73759 0.0027
S -0.07494 3.17282 -0.62020 0.0902
S 0.08249 3.49332 -4.26162 0.2562
C -5.30516 -2.18418 3.66554 -0.0002
C -5.49687 -2.13658 2.15187 -0.0004
C -5.51309 -0.71691 1.58443 -0.0013
C -4.20489 0.05987 1.78900 0.0046
N -3.00196 -0.59065 1.29647 -0.0072
C -2.53263 -0.62220 -0.07559 -0.0068
S -3.85353 0.15664 -1.17144 -0.0070
N -2.38624 -2.04899 -0.30592 0.0088
C -1.74388 -2.71218 -1.42304 0.0230
C -2.46974 -2.75440 -2.77418 -0.0008
C -3.52609 -3.85533 -2.88135 0.0000
C -4.77062 -3.62155 -2.02242 -0.0004
H -5.38358 -3.20398 4.04748 0.0000
H -6.06055 -1.57610 4.16930 0.0000
H -4.32795 -1.79848 3.95956 0.0001
H -6.43537 -2.63432 1.88889 -0.0001
H -4.70493 -2.71881 1.67005 0.0002
H -6.31252 -0.14658 2.07311 0.0001
H -5.75576 -0.75445 0.51998 0.0004
H -4.05241 0.22243 2.85941 0.0007
H -4.28713 1.04891 1.34948 -0.0015
H -2.91011 -1.52079 1.68087 0.0020
H -3.29282 -2.46983 -0.13158 -0.0080
H -1.57135 -3.74626 -1.09773 0.0006
H -0.76476 -2.27201 -1.53852 -0.0101
H -1.71738 -2.91286 -3.55235 0.0007
H -2.93899 -1.78603 -2.96618 0.0013
H -3.07184 -4.81588 -2.61315 -0.0001
H -3.83305 -3.93755 -3.92869 -0.0001
H -4.58655 -3.84913 -0.96981 0.0000
H -5.60076 -4.25486 -2.34323 -0.0001
H -5.08911 -2.57878 -2.08065 0.0000
F -2.15282 1.75803 3.36507 0.0002
B -2.20389 2.61883 2.26749 0.0184
F -1.29789 3.64521 2.38186 0.0013
F -3.49238 3.08926 2.05678 0.0007
F -1.86568 1.81390 1.06264 0.0980
O 4.21223 -2.22038 6.60652 0.0000
S 3.25929 -2.16541 5.52467 0.0001
O 2.88389 -3.43289 4.93320 0.0000
N 3.69669 -1.11204 4.37773 0.0003
C 2.87093 -0.06776 4.30419 0.0001
S 2.98134 1.22303 3.25686 0.0010
C 1.70832 -0.17791 5.26156 0.0001
C 0.61988 0.66916 5.38857 -0.0001
C -0.33665 0.36288 6.34702 0.0000
C -0.20329 -0.76215 7.16286 0.0000
C 0.87926 -1.62161 7.01679 0.0001
C 1.80916 -1.30549 6.04362 -0.0002
H 0.52487 1.52772 4.73495 0.0001
H -1.20246 1.00369 6.45446 0.0000
H -0.95335 -0.96876 7.91673 0.0000
H 0.98789 -2.50580 7.63110 0.0000
```

Properties
Net charge: -2
E_LUMO (spin up / spin down) (eV): 3.7 / 2.9
Largest force on an atom (eV/Å): 0.7
Spin multiplicity: 3
DFT total energy (eV): -204096.1956
Highest occupied orbital energy (spin up / spin down) (eV): -2.23 / -2.26
Energy above the lowest of the compared OMol25 structures with the same formula, charge and spin (kJ/mol): 411.3
<S²>: 2.022

***

(3)
This record from the Open Molecules 2025 dataset describes 9 unconnected molecules or ions with the total composition C36H42Cl6N6 in a non-equilibrium geometry. The level of theory is wB97M-V/def2-TZVPD.

Geometry as XYZ:
```
90
Properties=species:S:1:pos:R:3:lowdin_charge:R:1
C 7.31431 -0.80944 5.31691 -0.0845
C 8.36657 -0.96624 4.40684 -0.0831
C 8.69314 -2.28924 4.07459 -0.1282
N 8.05959 -3.41983 4.58102 0.0483
C 7.01914 -3.22051 5.39713 -0.1613
C 6.66455 -1.93398 5.90668 -0.0547
H 6.99704 0.15432 5.68691 0.0923
H 8.82209 -0.11048 3.93084 0.0960
H 9.52910 -2.31672 3.39136 0.0914
H 6.60745 -4.06930 5.92293 0.0941
H 5.88375 -1.85248 6.64839 0.0896
C -8.07353 3.59052 -7.26385 -0.0913
C -9.31837 3.03493 -7.54151 -0.0707
C -9.94709 2.21111 -6.59290 -0.1651
N -9.49966 2.02683 -5.37737 0.0467
C -8.40483 2.69113 -5.06601 -0.1508
C -7.61683 3.50713 -5.95191 -0.0528
H -7.61579 4.25244 -7.98410 0.1002
H -9.69473 3.11807 -8.55040 0.0954
H -10.87651 1.69359 -6.77932 0.1009
H -7.98897 2.56736 -4.07699 0.0943
H -6.69653 3.92638 -5.57287 0.0934
C -6.89332 -0.24303 6.93268 -0.0872
C -8.27331 -0.34197 7.08502 -0.0798
C -9.05614 -0.47433 5.93391 -0.1317
N -8.48683 -0.40984 4.69189 0.0483
C -7.14170 -0.22471 4.59680 -0.1590
C -6.28194 -0.10533 5.67013 -0.0737
H -6.21677 -0.08718 7.75996 0.0964
H -8.67816 -0.36750 8.08593 0.0949
H -10.13234 -0.55899 5.96580 0.0963
H -6.68241 -0.14960 3.62222 0.0964
H -5.20390 -0.08421 5.60845 0.0991
C 9.31421 -3.94489 -2.41758 -0.0923
C 8.24255 -3.05135 -2.53612 -0.0813
C 6.98035 -3.52105 -2.80006 -0.1466
N 6.76350 -4.81445 -3.11626 0.0654
C 7.79158 -5.64533 -2.99927 -0.1605
C 9.06838 -5.26141 -2.64869 -0.0932
H 10.32782 -3.61230 -2.24919 0.1045
H 8.63157 -2.05421 -2.39199 0.0977
H 6.22769 -2.74659 -2.81138 0.1005
H 7.69867 -6.70831 -3.16613 0.1020
H 9.97528 -5.84619 -2.69299 0.1039
C 8.89458 8.82033 -1.05215 -0.1069
C 7.78071 8.69196 -1.89659 -0.0661
C 7.67298 9.59045 -2.95245 -0.1595
N 8.58911 10.54358 -3.10674 0.0425
C 9.71449 10.53910 -2.32763 -0.1291
C 9.96185 9.60365 -1.33673 -0.0823
H 8.83340 8.29800 -0.10883 0.1030
H 7.05585 7.93023 -1.65012 0.0958
H 6.76438 9.61020 -3.53594 0.0997
H 10.36598 11.35557 -2.60210 0.0982
H 10.82078 9.62048 -0.68224 0.1047
C 1.94909 0.61191 0.61605 -0.0568
C 1.50073 -0.65036 0.98250 -0.0949
C 0.21649 -0.93435 0.64943 -0.1745
N -0.71006 -0.10934 0.09095 0.0541
C -0.26412 1.17038 -0.18008 -0.1503
C 1.04294 1.56043 -0.00466 -0.0635
H 3.00592 0.73864 0.79893 0.0950
H 2.14866 -1.39428 1.42202 0.1046
H -0.24455 -1.90652 0.74292 0.0988
H -0.99230 1.72462 -0.75365 0.0964
H 1.39749 2.51272 -0.37051 0.0913
Cl -2.73240 -10.84518 4.05304 0.5429
C -3.22279 -9.58236 5.21739 -0.6947
C -3.13184 -8.23118 4.66711 -0.6459
Cl -3.84056 -7.03734 5.85505 0.5118
H -2.58357 -9.66053 6.09682 0.0756
H -4.24337 -9.92564 5.38676 0.0643
H -3.73834 -8.13190 3.76689 0.0687
H -2.14810 -7.86004 4.37967 0.0771
Cl 0.38145 -7.38512 -7.60743 0.5342
C 0.36258 -7.04296 -5.86303 -0.6717
C -0.98796 -7.42605 -5.21287 -0.6483
Cl -0.82903 -7.25356 -3.44260 0.5300
H 0.40500 -5.95472 -5.81813 0.0624
H 1.20944 -7.53853 -5.38831 0.0657
H -1.33812 -8.44693 -5.36549 0.0647
H -1.75243 -6.68679 -5.45200 0.0630
Cl -7.02942 6.81484 0.36569 0.4700
C -8.68626 7.56794 0.73767 -0.5818
C -9.71828 7.36645 -0.42493 -0.6431
Cl -11.40306 7.94356 -0.15599 0.5163
H -8.60716 8.57798 1.13972 0.0699
H -8.98834 6.92129 1.56149 0.0484
H -9.70976 6.30454 -0.67067 0.0660
H -9.37072 8.05206 -1.19774 0.0540
```

Properties
Net charge: 0
E_LUMO (eV): 0.4
Largest force on an atom (eV/Å): 3.6
DFT total energy (eV): -122084.4596
Highest occupied orbital energy (eV): -9.51
Energy above the lowest of the compared OMol25 structures with the same formula, charge and spin (kJ/mol): 312.7
SMILES: c1ccncc1.c1ccncc1.c1ccncc1.c1ccncc1.c1ccncc1.c1ccncc1.ClCCCl.ClCCCl.ClCCCl